The following is a quantum chemistry calculation of a molecular structure, C24H25FNO6PbS2 at a distorted geometry, from the Open Molecules 2025 dataset.

```
60
Properties=species:S:1:pos:R:3:nbo_charge:R:1
Pb -1.37 -0.27 1.27 1.603
O -4.60 -1.59 2.45 -0.941
S -3.54 -2.55 2.54 2.418
O -3.52 -3.42 3.68 -0.936
O -2.17 -1.93 2.35 -1.151
C -3.77 -3.62 1.09 -0.208
C -4.30 -4.86 1.41 -0.217
C -4.69 -5.73 0.39 -0.165
C -4.56 -5.33 -0.93 -0.202
C -4.01 -4.09 -1.24 -0.160
C -3.61 -3.23 -0.22 -0.377
S -2.85 -1.70 -0.76 2.386
O -3.12 -1.55 -2.15 -0.922
O -3.31 -0.54 0.07 -1.036
O -1.37 -1.80 -0.48 -1.074
H -4.40 -5.11 2.45 0.263
H -5.08 -6.70 0.65 0.229
H -4.88 -5.98 -1.72 0.229
H -3.90 -3.76 -2.25 0.250
C -1.83 2.21 -1.25 -0.588
C -0.61 2.93 -1.83 -0.266
C -0.26 4.15 -0.98 -0.594
C 0.54 1.98 -1.99 0.133
C 1.05 1.74 -3.25 -0.232
C 2.15 0.93 -3.46 -0.026
C 2.76 0.28 -2.39 -0.253
C 2.32 0.49 -1.10 0.127
C 2.77 -0.42 0.00 -0.271
C 4.29 -0.43 0.17 -0.592
C 2.25 -1.84 -0.32 -0.598
C 1.26 1.44 -0.86 0.102
N 0.91 1.86 0.34 -0.247
C 1.78 2.19 1.31 0.090
C 3.10 2.65 1.03 -0.155
C 3.89 3.18 2.02 -0.227
C 3.43 3.26 3.33 -0.074
C 2.15 2.82 3.65 -0.273
C 1.35 2.32 2.65 0.450
F 0.11 1.88 2.97 -0.292
H -2.69 2.87 -1.26 0.242
H -1.65 1.92 -0.21 0.172
H -2.07 1.31 -1.81 0.238
H -0.88 3.28 -2.83 0.228
H -0.09 3.86 0.05 0.206
H -1.08 4.86 -1.00 0.235
H 0.63 4.65 -1.36 0.214
H 0.58 2.21 -4.11 0.243
H 2.52 0.76 -4.46 0.241
H 3.56 -0.41 -2.59 0.242
H 2.32 -0.11 0.95 0.203
H 4.80 -0.68 -0.76 0.214
H 4.57 -1.17 0.92 0.233
H 4.64 0.55 0.50 0.208
H 2.76 -2.23 -1.20 0.217
H 1.18 -1.83 -0.50 0.229
H 2.45 -2.50 0.52 0.231
H 3.42 2.66 0.00 0.241
H 4.87 3.55 1.78 0.248
H 4.05 3.68 4.10 0.247
H 1.78 2.88 4.66 0.262
```

Summary:
HOMO-LUMO gap (alpha / beta) = 4.71 / 4.78 eV
DFT total energy = -68696.771 eV
HOMO level (alpha / beta) = -11.6 / -11.6 eV
Largest force on an atom = 0.032 hartree/bohr
Total charge = +1